DFT (the ωB97M-V functional and the def2-TZVPD basis) results for an isolated molecule of C11H14N2O3.

```
30
C11H14N2O3 the ωB97M-V functional and the def2-TZVPD basis
N 0.99810 2.24360 -0.98068
C -0.17855 2.72927 -0.07911
C -1.15306 1.64595 0.27850
O -1.97737 1.85744 1.10465
N -1.19325 0.64813 -0.57966
C -1.24204 -0.74702 -0.48078
C -0.25288 -1.32607 0.50133
C 1.17289 -0.92990 0.35114
C 2.08938 -0.87735 1.46290
C 3.38690 -0.60607 1.24627
C 3.87705 -0.40302 -0.06946
C 3.10432 -0.70943 -1.14114
C 1.75458 -0.90746 -1.01682
C -2.75593 -1.19467 -0.21852
O -3.32056 -2.11021 -0.77442
O -3.42413 -0.40622 0.56668
H 1.44928 3.07400 -1.38598
H 1.63560 1.60126 -0.50510
H -0.55198 3.55705 -0.69886
H 0.30493 3.19354 0.82602
H -0.34262 0.71857 -1.25353
H -1.06289 -1.10319 -1.51672
H -0.64974 -1.03613 1.58118
H -0.41262 -2.44551 0.37816
H 1.58657 -0.76314 2.39227
H 4.06599 -0.76110 2.06801
H 4.87341 0.03711 -0.25996
H 3.45283 -0.63099 -2.19004
H 0.92856 -0.72770 -1.75408
H -2.95089 0.27072 1.05976
```

The SMILES is NCC(=O)N[C@@H](Cc1ccccc1)C(=O)O. The calculation puts the total energy at -20755.375 eV. The energy relative to the best compared isomer or geometry (same formula, charge and spin) comes out at 3.032 eV.

Atomic partial charges in e from the natural (NBO) method, atoms 1 to 2: number 1, N, carries -0.8815; number 2, C, carries -0.3189


DFT (the ωB97M-V functional and the def2-TZVPD basis) results for a structure of composition C24H25FMnN4O6S.

```
62
C24H25FMnN4O6S the ωB97M-V functional and the def2-TZVPD basis
Mn 2.70858 -3.10810 -0.75039
O 4.35190 -4.22157 -1.28145
N 5.40695 -4.13005 -0.48753
C 6.61212 -4.26490 -1.07815
C 7.77647 -4.25217 -0.36104
C 7.69173 -4.09070 1.02435
C 6.46413 -3.92803 1.60832
C 5.26758 -3.90476 0.85985
S 3.73163 -3.66213 1.53593
H 6.55025 -4.39098 -2.14774
H 8.71986 -4.36673 -0.87364
H 8.58624 -4.09201 1.63373
H 6.36443 -3.79444 2.67578
F 0.52864 3.04199 0.89902
C -0.27755 1.96719 0.71650
C 0.26628 0.71837 0.61550
C -0.55115 -0.38049 0.36699
C 0.13288 -1.69304 0.21198
O 1.33147 -1.75034 0.47025
C -0.71721 -2.76067 -0.24207
C -2.04496 -2.52888 -0.30896
N -2.69865 -1.34667 -0.06018
C -4.14395 -1.42038 -0.12631
C -5.04445 -0.42401 -0.78615
C -5.10061 -0.64089 0.71696
C -1.93874 -0.22373 0.22232
C -2.46838 1.06725 0.36793
C -1.65274 2.15960 0.60384
N -2.27465 3.44510 0.70223
C -1.67994 4.47838 1.53338
C -2.75124 5.57484 1.73803
N -4.07018 4.98318 1.33779
C -4.10918 4.77686 -0.14941
C -2.81706 4.01553 -0.52067
C -0.25704 -4.17527 -0.65431
O -1.15788 -5.00442 -0.78703
O 0.97651 -4.32409 -0.85315
H 1.33479 0.55242 0.69433
H -2.66339 -3.37328 -0.58739
H -4.42514 -2.45056 -0.27974
H -5.84930 -0.81518 -1.39177
H -4.61281 0.49040 -1.16421
H -5.94230 -1.18413 1.12201
H -4.71612 0.12589 1.37160
H -3.52713 1.25428 0.30225
H -0.79378 4.93956 1.09071
H -1.38927 4.03940 2.48609
H -2.59008 6.43454 1.09070
H -2.81839 5.91543 2.76808
H -4.86616 5.52022 1.67440
H -4.09227 4.04087 1.74492
H -4.16714 5.75871 -0.61426
H -5.01417 4.21522 -0.37332
H -2.10161 4.69609 -0.99960
H -3.04175 3.22393 -1.22956
C 3.46790 0.47939 -2.59684
C 3.21636 -0.84625 -1.90311
O 2.32358 -1.61258 -2.36945
O 3.90192 -1.14379 -0.89874
H 2.63408 0.74495 -3.24360
H 4.36761 0.38665 -3.20741
H 3.65247 1.25902 -1.85861
```

As for the spin multiplicity: 6. The calculation puts the total energy at -88410.769 eV. The energy relative to the best compared isomer or geometry (same formula, charge and spin) comes out at 0.000 eV.

Atomic partial charges in e from the natural (NBO) method, atoms 1 to 2: number 1, Mn, carries 1.5352; number 2, O, carries -0.6887


DFT (the ωB97M-V functional and the def2-TZVPD basis) results for the ion C7H15N2 with charge +1.

```
24
C7H15N2 the ωB97M-V functional and the def2-TZVPD basis
C 1.76007 -0.74872 1.05576
N 2.49417 -0.67538 0.17027
C 2.22201 0.10948 -1.00639
C 0.69775 0.64919 -1.02772
N 0.03080 0.52437 0.26134
C -0.04573 1.80949 0.99690
C -0.99572 -0.47101 0.45535
C -0.64641 -1.88724 -0.13772
C -2.32502 -0.02132 -0.18295
H 1.60523 -1.19921 2.02734
H 2.49628 -0.54091 -1.90645
H 2.94854 0.98634 -0.94390
H 0.79698 1.78944 -1.12921
H 0.25296 0.32995 -2.00206
H -0.66381 2.48124 0.46185
H -0.67264 1.55033 1.97710
H 0.84522 2.24646 1.20562
H -0.96851 -0.75938 1.56755
H 0.34205 -2.20560 0.08555
H -1.40358 -2.52557 0.25604
H -0.69979 -1.80115 -1.18871
H -3.19153 -0.10670 0.45786
H -2.65373 -0.54832 -1.08484
H -2.22560 1.01418 -0.36856
```

The SMILES is C#[N+]CCN(C)C(C)C. The total charge is +1. The calculation puts the total energy at -10472.553 eV. The energy relative to the best compared isomer or geometry (same formula, charge and spin) comes out at 3.743 eV.

Atomic partial charges in e from the natural (NBO) method, atoms 1 to 2: number 1, C, carries 0.3967; number 2, N, carries -0.2739


Copy entry 1 word for word.
DFT (the ωB97M-V functional and the def2-TZVPD basis) results for an isolated molecule of C11H14N2O3.

```
30
C11H14N2O3 the ωB97M-V functional and the def2-TZVPD basis
N 0.99810 2.24360 -0.98068
C -0.17855 2.72927 -0.07911
C -1.15306 1.64595 0.27850
O -1.97737 1.85744 1.10465
N -1.19325 0.64813 -0.57966
C -1.24204 -0.74702 -0.48078
C -0.25288 -1.32607 0.50133
C 1.17289 -0.92990 0.35114
C 2.08938 -0.87735 1.46290
C 3.38690 -0.60607 1.24627
C 3.87705 -0.40302 -0.06946
C 3.10432 -0.70943 -1.14114
C 1.75458 -0.90746 -1.01682
C -2.75593 -1.19467 -0.21852
O -3.32056 -2.11021 -0.77442
O -3.42413 -0.40622 0.56668
H 1.44928 3.07400 -1.38598
H 1.63560 1.60126 -0.50510
H -0.55198 3.55705 -0.69886
H 0.30493 3.19354 0.82602
H -0.34262 0.71857 -1.25353
H -1.06289 -1.10319 -1.51672
H -0.64974 -1.03613 1.58118
H -0.41262 -2.44551 0.37816
H 1.58657 -0.76314 2.39227
H 4.06599 -0.76110 2.06801
H 4.87341 0.03711 -0.25996
H 3.45283 -0.63099 -2.19004
H 0.92856 -0.72770 -1.75408
H -2.95089 0.27072 1.05976
```

The SMILES is NCC(=O)N[C@@H](Cc1ccccc1)C(=O)O. The calculation puts the total energy at -20755.375 eV. The energy relative to the best compared isomer or geometry (same formula, charge and spin) comes out at 3.032 eV.

Atomic partial charges in e from the natural (NBO) method, atoms 1 to 2: number 1, N, carries -0.8815; number 2, C, carries -0.3189